{
  "formula": "C20H24AlCl15F8KN2O12S",
  "method": "ωB97M-V/def2-TZVPD",
  "elements": ["C", "C", "C", "O", "C", "N", "C", "C", "F", "F", "C", "F", "F", "C", "F", "F", "F", "C", "C", "O", "O", "C", "C", "C", "C", "O", "O", "S", "O", "O", "H", "H", "H", "H", "H", "H", "H", "H", "H", "H", "H", "H", "H", "H", "H", "H", "C", "Cl", "Cl", "Cl", "Cl", "C", "C", "O", "N", "C", "H", "H", "H", "H", "H", "H", "H", "H", "C", "Cl", "Cl", "Cl", "Cl", "F", "O", "Cl", "O", "O", "O", "K", "Al", "Cl", "Cl", "C", "Cl", "Cl", "Cl", "Cl"],
  "xyz": [[3.184483, -0.358980, 1.686170], [2.006668, -1.070317, 2.248207], [0.435324, -0.910400, 1.820318], [0.172836, 0.567459, 1.899750], [0.587569, 1.133927, 3.178327], [1.158712, 1.405232, 4.334397], [0.059986, -1.298906, 0.280900], [0.254576, -2.812686, -0.227471], [0.056623, -2.772319, -1.731641], [-0.809134, -3.787165, 0.225404], [1.724213, -3.510197, -0.073148], [2.723423, -2.489293, -0.566701], [2.043221, -4.056814, 1.262464], [1.968511, -4.793722, -1.122776], [2.417469, -4.350179, -2.473964], [0.861480, -5.771445, -1.127806], [3.155413, -5.522640, -0.535480], [-1.526844, -0.879150, -0.046400], [-1.625421, 0.634082, -0.755496], [-2.448849, 0.647673, -1.975312], [-2.714566, 1.935799, -2.156680], [-2.523720, -0.978685, 1.249463], [-4.070993, -0.990282, 0.707049], [-4.860089, -2.416543, 0.883001], [-6.490026, -2.043676, 0.851747], [-6.845066, -1.111435, -0.237521], [-2.250000, -2.074406, 2.183731], [-0.701745, -1.933434, 2.912146], [-0.935662, -1.390679, 4.337717], [-0.201168, -3.417022, 3.118713], [3.174914, 0.783785, 1.346251], [4.213231, -0.920156, 1.571041], [2.239460, -1.864188, 3.109074], [0.703800, -0.587003, -0.425576], [-2.016223, -1.598920, -0.864594], [-0.574967, 1.068175, -1.044689], [-2.060392, 1.334162, 0.090331], [-3.321830, 2.271775, -1.428991], [-2.399473, 0.032615, 1.871578], [-4.759965, -0.148908, 1.162705], [-4.037803, -0.771201, -0.464179], [-4.687880, -2.960070, 1.904941], [-4.704012, -3.168023, -0.015255], [-6.706623, -1.493901, 1.888356], [-7.136979, -3.020712, 0.869274], [-6.327285, -1.300967, -1.076281], [4.363009, 1.076812, -2.249177], [3.373814, 2.482792, -2.717549], [6.089247, 1.508900, -2.338698], [3.957335, 0.593789, -0.582905], [4.031700, -0.278160, -3.357663], [-3.878899, 6.619315, -3.272981], [-2.921368, 6.212020, -2.196341], [-3.203755, 5.653802, -1.157794], [-1.546007, 6.526578, -2.282617], [-0.770989, 5.485161, -2.993774], [-4.507335, 5.766233, -3.538045], [-4.495772, 7.446457, -2.915403], [-3.333924, 6.940934, -4.165613], [-1.430364, 7.431026, -2.744727], [-1.242707, 6.545770, -1.302257], [0.239512, 5.874261, -3.141098], [-1.243167, 5.288712, -3.960541], [-0.745951, 4.584949, -2.374273], [3.163001, -4.889149, 5.022594], [2.479997, -6.338867, 4.243824], [4.615226, -4.365527, 4.132947], [1.953393, -3.581111, 5.007372], [3.603489, -5.271176, 6.706185], [-2.836979, 4.936921, -4.490459], [0.884879, -2.828872, 8.329244], [1.962947, -1.860289, 8.375252], [1.428996, -0.558873, 8.726956], [2.601455, -1.785418, 7.075508], [2.936829, -2.267658, 9.369316], [8.263021, 1.139778, -3.244745], [4.363021, -4.958906, -2.510534], [-1.636979, 1.816419, 2.188167], [-2.236979, 3.658726, -0.473371], [5.863020, 1.630850, -7.961978], [7.351700, 2.235760, -8.731769], [4.490660, 2.667934, -8.426406], [5.553370, -0.039593, -8.498712], [6.056356, 1.659440, -6.191030]],
  "forces_ev_per_a": [[-3.112, -1.189, 1.464], [2.922, -0.073, -0.602], [2.182, 1.111, -0.682], [2.151, -1.520, 2.876], [4.522, 0.596, 7.311], [-5.213, -2.365, -10.678], [-0.756, 1.088, -0.998], [-2.124, -1.406, -1.155], [0.913, -0.241, 3.899], [3.802, 3.210, -1.391], [1.303, -0.081, 0.776], [-2.543, -3.202, 1.657], [-1.021, 2.307, -4.964], [-1.418, -2.528, 2.580], [-1.776, -1.390, 3.010], [4.684, 4.104, -0.704], [-2.995, 1.893, -2.522], [-0.771, -0.335, -1.085], [1.250, -0.726, 1.313], [0.977, -3.227, 2.777], [-1.294, 2.862, -1.281], [-0.793, 2.214, -0.350], [-0.337, -0.656, -0.795], [-1.755, 0.168, -0.321], [0.936, -0.023, 1.243], [1.132, -1.366, 0.139], [2.690, 1.118, -1.031], [-1.697, -5.443, 8.270], [1.004, -0.200, -5.908], [-1.418, 5.776, -2.876], [-0.605, -2.889, 0.900], [-2.158, 1.285, 1.330], [-0.584, 1.175, -2.436], [-1.054, -1.852, 1.567], [1.467, 1.305, 1.747], [-1.771, -0.910, 0.627], [0.533, -1.063, -1.842], [0.346, -1.013, -1.088], [-0.262, -2.314, -1.335], [1.737, -1.650, -0.609], [0.029, -0.311, 2.546], [-0.034, 1.106, -2.018], [0.145, 1.536, 1.862], [0.312, -0.934, -2.447], [1.222, 1.812, -0.388], [-0.897, -0.046, 1.705], [-1.284, 0.035, 0.146], [0.534, -0.545, 0.119], [-2.907, 0.543, 1.187], [0.418, 0.413, -1.726], [0.240, 0.333, 0.170], [0.163, 0.892, 0.187], [-3.283, -1.234, 0.143], [-0.690, 0.579, -0.436], [1.712, 0.872, -0.135], [1.761, -0.562, -0.591], [0.247, 0.228, 0.139], [-0.088, 0.097, 0.363], [-0.271, -0.191, 0.194], [0.188, -0.026, 0.091], [0.166, 0.371, -0.203], [-0.002, 0.028, 0.288], [-0.620, -0.214, -0.024], [-0.175, 0.258, -0.183], [-0.492, 0.397, 0.710], [0.140, 0.136, -0.011], [-0.021, -0.039, -0.066], [0.650, -0.851, -0.024], [-0.146, 0.175, -0.675], [0.650, -0.502, -0.109], [0.255, 0.169, -0.226], [-0.116, 0.060, 1.029], [0.153, -0.336, -0.278], [0.086, 0.201, -0.032], [-0.228, 0.078, -0.449], [3.365, -0.438, -1.437], [1.193, -0.284, -0.237], [-1.982, 2.744, -0.097], [0.504, 0.909, 1.946], [-0.090, 0.085, -0.887], [-0.419, -0.190, 0.313], [0.494, -0.377, 0.290], [0.102, 0.458, 0.246], [-0.075, 0.018, 0.176]],
  "mulliken_charge": [-1.41, 0.42, 1.01, -0.32, 0.54, -0.44, -0.61, 0.53, -0.37, -0.32, 0.61, -0.24, -0.14, 0.45, -0.16, -0.16, -0.25, 0.03, -0.05, -0.32, -0.15, 1.25, -0.88, -0.41, -0.48, -0.48, -0.29, 1.17, -0.63, -0.51, 0.49, 0.36, -0.19, 0.40, 0.68, 0.28, -0.57, 0.46, -0.52, 0.32, 0.19, 0.26, 0.23, 0.28, 0.30, 0.32, 0.23, -0.04, -0.17, -0.05, -0.08, -1.04, 0.45, -0.60, 0.00, -0.76, 0.28, 0.42, 0.38, 0.43, 0.38, 0.36, 0.38, 0.18, 0.25, -0.13, -0.17, 0.09, -0.07, -0.80, -0.65, 1.70, -0.66, -0.61, -0.66, 0.93, 0.66, -0.28, -0.10, 0.26, -0.08, -0.06, -0.08, -0.02],
  "total_energy_ha": -10729.5495,
  "e_homo_ev": -8.46,
  "gap_ha": 0.0575,
  "e_lumo_ev": -6.893,
  "charge": 1
}